Molecular formula: C51H32BrF15GeN9O2S3W
Method: DFT, ωB97M-V with the def2-TZVPD basis set

Computed properties:
* HOMO-LUMO gap (alpha / beta): 7.0 / 6.7 eV
* HOMO (alpha / beta): -9.5 / -9.6 eV
* net charge: +1
* E_LUMO (alpha / beta): -2.52 / -2.90 eV
* 2S+1: 3
* E_tot: -10016.3876 hartree

XYZ file:
```
115
Properties=species:S:1:pos:R:3:lowdin_spin:R:1
W 0.0890 -0.0317 0.1203 1.734
Br 2.1503 -0.2796 2.9554 0.025
C 2.7176 -1.8858 2.1286 -0.003
C 3.9257 -2.3620 2.5437 0.010
C 4.3328 -3.6553 2.1575 -0.004
C 3.4675 -4.4366 1.4568 0.007
C 2.2040 -3.9479 1.0400 0.000
C 1.2896 -4.8360 0.4271 0.039
C 0.0597 -4.3840 0.0708 -0.001
C -0.2499 -3.0128 0.1662 0.048
C 0.5949 -2.0671 0.7154 -0.007
C 1.8167 -2.5944 1.2808 0.016
H 4.5432 -1.7656 3.2025 0.001
H 5.2956 -4.0336 2.4768 0.000
H 3.7197 -5.4653 1.2244 0.000
H 1.5717 -5.8744 0.2886 0.002
H -0.6775 -5.0692 -0.3248 -0.001
H -1.2185 -2.7022 -0.2025 0.002
N 3.4902 -0.2842 -2.4962 0.009
C 3.0131 -1.5226 -2.8818 0.001
C 1.9258 -1.7670 -2.1089 0.005
N 1.7419 -0.7027 -1.2659 0.002
C 2.6884 0.1587 -1.5219 0.015
C 2.7613 1.2797 -0.6220 0.023
N 1.8503 1.3367 0.3214 0.007
C 2.2252 2.3741 1.1506 0.007
C 3.3551 2.9431 0.6727 -0.002
N 3.6853 2.2237 -0.4629 0.012
H 4.2711 0.1975 -2.9074 0.000
H 3.4792 -2.1047 -3.6579 0.000
H 1.2868 -2.6306 -2.0879 0.000
H 1.6778 2.6246 2.0387 0.000
H 3.9524 3.7592 1.0422 0.000
H 4.4836 2.3837 -1.0533 0.000
N -1.0401 -0.0829 3.5805 0.004
C -1.1380 1.1491 3.0852 0.004
N -0.5322 1.5954 2.0012 0.006
C -0.8491 2.9738 1.8302 0.000
C -0.3377 3.8722 0.8898 0.000
C -0.7415 5.1980 0.8986 0.000
C -1.6603 5.6753 1.8317 0.000
C -2.1577 4.8147 2.7910 0.000
C -1.7345 3.4929 2.7790 0.000
S -2.1657 2.2697 3.9270 0.001
H -0.7762 -0.8494 2.9688 0.002
H -1.6665 -0.3339 4.3267 0.000
H 0.3851 3.5566 0.1574 0.000
H -0.3160 5.8812 0.1716 0.000
H -1.9666 6.7133 1.8207 0.000
H -2.8541 5.1606 3.5453 0.000
C -1.1501 -4.5122 3.5584 0.000
C -2.2354 -3.6599 2.9670 0.001
C -3.5819 -3.9694 3.0743 0.000
C -4.4690 -3.0925 2.4729 0.001
N -4.0784 -2.0297 1.7782 -0.001
C -2.7600 -1.8158 1.7183 0.005
S -2.3421 -0.4759 0.6458 -0.012
N -1.8338 -2.5716 2.3108 0.000
H -1.5580 -5.3554 4.1143 0.000
H -0.5173 -3.9184 4.2205 0.000
H -0.5110 -4.8887 2.7557 0.000
H -3.9242 -4.8430 3.6122 0.000
H -5.5409 -3.2493 2.5395 0.000
F 0.2733 -0.0438 -4.9983 0.000
C -0.2127 -1.0091 -5.7932 0.000
C -1.1640 -1.9147 -5.3469 -0.001
C -1.6225 -2.8210 -6.2935 0.000
F -2.5970 -3.6897 -5.9835 0.000
C -1.1494 -2.8647 -7.5893 0.000
F -1.6227 -3.7511 -8.4600 0.000
C -0.1772 -1.9659 -7.9815 0.000
F 0.2971 -1.9913 -9.2194 0.000
C 0.2860 -1.0287 -7.0808 0.000
F 1.2122 -0.1438 -7.4604 0.000
Ge -1.8362 -2.0484 -3.4879 0.004
S -0.9371 -0.5384 -2.2306 -0.013
C -1.7268 -3.9867 -3.2018 0.002
C -2.7770 -4.8627 -2.9772 0.001
F -4.0290 -4.4295 -2.8231 0.000
C -2.5934 -6.2319 -2.9474 0.000
F -3.6205 -7.0469 -2.7287 0.000
C -1.3360 -6.7623 -3.1624 0.000
F -1.1545 -8.0739 -3.1291 0.000
C -0.2701 -5.9229 -3.4215 0.000
F 0.9450 -6.4266 -3.6324 0.000
C -0.4892 -4.5630 -3.4389 0.000
F 0.5676 -3.7796 -3.7277 0.000
C -3.7207 -1.4865 -3.5100 0.001
C -4.4367 -1.6313 -2.3282 0.001
F -3.8844 -2.2636 -1.2940 0.001
C -5.7144 -1.1377 -2.1690 0.000
F -6.3829 -1.2988 -1.0324 0.000
C -6.3015 -0.4535 -3.2184 0.000
F -7.5230 0.0481 -3.0821 0.000
C -5.6205 -0.2869 -4.4073 0.000
F -6.1890 0.3893 -5.4093 0.000
C -4.3469 -0.8056 -4.5376 0.000
F -3.7313 -0.5969 -5.7140 0.000
O -1.0000 1.7550 -0.7294 0.028
C -0.6796 2.4697 -1.7091 0.009
O 0.4251 2.5874 -2.2718 0.008
C -1.8352 3.3293 -2.2488 0.000
N -1.2122 4.1917 -3.3279 0.000
C -1.9497 3.9439 -4.6103 0.000
C -2.4265 2.5107 -4.4425 0.000
C -2.8927 2.4860 -2.9813 0.001
H -2.2473 3.9296 -1.4420 0.000
H -0.2549 3.7646 -3.3308 0.000
H -1.1450 5.1727 -3.0799 0.000
H -1.2952 4.1272 -5.4579 0.000
H -2.7962 4.6272 -4.6505 0.000
H -1.6001 1.8071 -4.5846 0.000
H -3.2156 2.2690 -5.1496 0.000
H -2.9252 1.4806 -2.5632 0.000
H -3.8780 2.9454 -2.8822 0.000
```

Molecular formula: C51H41AsCrN11O6S2
Method: DFT, ωB97M-V with the def2-TZVPD basis set

Computed properties:
* HOMO-LUMO gap (alpha / beta): 6.7 / 6.7 eV
* HOMO (alpha / beta): -7.6 / -7.6 eV
* net charge: 0
* E_LUMO (alpha / beta): -0.93 / -0.92 eV
* 2S+1: 2
* E_tot: -7098.5192 hartree

XYZ file:
```
113
Properties=species:S:1:pos:R:3:lowdin_spin:R:1
Cr 0.3943 0.5470 -0.4341 0.996
O 2.4380 -1.6516 4.0602 0.000
C 1.1529 -1.3888 4.3569 0.000
C 0.6873 -1.8298 5.5966 0.000
C -0.6037 -1.5515 5.9940 0.000
C -1.4705 -0.8380 5.1667 0.000
C -1.0316 -0.4460 3.9205 0.000
C 0.2734 -0.7152 3.4963 -0.001
C 0.6780 -0.2721 2.1572 0.003
O -0.2221 0.0031 1.2856 0.011
N 1.9707 -0.1094 1.9021 0.003
N 2.0641 0.4074 0.6397 -0.007
C 3.1902 0.7976 0.1721 -0.010
C 3.0914 1.3978 -1.1469 0.000
C 4.1679 1.9185 -1.8453 -0.002
C 3.9381 2.4796 -3.0899 0.002
C 2.6495 2.4963 -3.5964 -0.002
C 1.6202 1.9531 -2.8474 0.001
N 1.8352 1.4192 -1.6431 -0.006
H 2.6603 -1.2149 3.2144 0.000
H 1.3719 -2.3737 6.2338 0.000
H -0.9435 -1.8950 6.9631 0.000
H -2.4787 -0.6145 5.4878 0.000
H -1.6925 0.0764 3.2397 0.000
H 4.1151 0.6930 0.7262 -0.001
H 5.1585 1.8744 -1.4144 0.000
H 4.7594 2.8913 -3.6615 0.000
H 2.4301 2.9105 -4.5696 0.000
H 0.6066 1.9003 -3.2155 0.000
C -1.8750 5.5977 -0.0562 0.000
N -1.1339 4.4040 0.3171 0.001
C -0.9794 3.3037 -0.4081 0.003
N -0.1527 2.4833 0.2057 -0.001
C 0.1820 3.1522 1.3430 0.001
N -0.3931 4.3287 1.4479 0.001
C -2.8654 6.0444 0.9820 0.000
C -2.7249 7.2920 1.5760 0.000
C -3.6765 7.7541 2.4847 0.000
C -4.7771 6.9679 2.7889 0.000
C -4.9059 5.7088 2.1995 0.000
C -3.9481 5.2523 1.3167 0.000
C -6.0942 4.9088 2.4955 0.000
N -7.0610 5.1846 3.2987 0.000
N -7.9737 4.1287 3.1831 0.000
C -7.4607 3.3046 2.3365 0.000
O -6.2731 3.7343 1.8527 0.000
C -7.9813 2.0157 1.8849 0.000
C -9.1656 1.5319 2.4393 0.000
C -9.6408 0.2939 2.0496 0.000
C -8.9228 -0.4776 1.1407 0.000
C -7.7405 -0.0025 0.5935 0.000
C -6.8936 -0.8904 -0.2915 0.000
N -5.5996 -1.1633 0.3176 0.000
C -4.4618 -0.4561 0.2260 0.000
N -3.6112 -0.8169 1.1605 0.000
C -4.3075 -1.7732 1.8276 0.000
N -5.5175 -2.0133 1.3676 0.000
C -7.2835 1.2577 0.9556 0.000
H -2.3460 5.3686 -1.0123 0.000
H -1.1640 6.4050 -0.2404 0.000
H -1.4628 3.1174 -1.3548 0.000
H 0.8462 2.7537 2.0932 0.000
H -1.8762 7.9146 1.3205 0.000
H -3.5624 8.7268 2.9423 0.000
H -5.5393 7.3068 3.4769 0.000
H -4.0694 4.2752 0.8606 0.000
H -9.6943 2.1310 3.1680 0.000
H -10.5587 -0.0896 2.4747 0.000
H -9.2769 -1.4659 0.8735 0.000
H -6.6969 -0.4302 -1.2605 0.000
H -7.3865 -1.8479 -0.4417 0.000
H -4.2928 0.2771 -0.5476 0.000
H -3.9025 -2.3211 2.6634 0.000
H -6.3590 1.6420 0.5420 0.000
O -1.9081 -1.4314 -2.7773 -0.001
S -0.6852 -0.6986 -2.6852 0.001
O -0.0032 -0.3832 -3.9175 0.000
O -0.8772 0.6379 -1.8906 0.003
S 0.6575 -1.5286 -1.3531 0.003
C -2.0850 -6.2997 -2.2378 0.000
C -0.8374 -5.7176 -2.4040 0.000
C -0.2395 -5.0328 -1.3561 0.000
C -0.8638 -4.9334 -0.1147 0.000
C -2.1237 -5.5093 0.0350 0.000
C -2.7280 -6.1864 -1.0155 0.000
As -0.1275 -3.8379 1.3502 0.001
C -1.0564 -4.7556 2.7995 0.000
C -2.0263 -4.0228 3.4743 0.000
C -2.7974 -4.6110 4.4717 0.000
C -2.5952 -5.9401 4.8052 0.000
C -1.6330 -6.6845 4.1309 0.000
C -0.8748 -6.0977 3.1303 0.000
C 1.6865 -4.5545 1.5626 0.000
C 2.1636 -4.9748 2.8023 0.000
C 3.4845 -5.3724 2.9586 0.000
C 4.3570 -5.3455 1.8815 0.000
C 3.9072 -4.8821 0.6535 0.000
C 2.5886 -4.4761 0.5017 0.000
H -2.5565 -6.8252 -3.0585 0.000
H -0.3316 -5.7789 -3.3594 0.000
H 0.7141 -4.5602 -1.5389 0.000
H -2.6500 -5.4375 0.9784 0.000
H -3.7088 -6.6240 -0.8749 0.000
H -2.1798 -2.9806 3.2218 0.000
H -3.5518 -4.0282 4.9865 0.000
H -3.1871 -6.4003 5.5865 0.000
H -1.4814 -7.7275 4.3799 0.000
H -0.1511 -6.6953 2.5897 0.000
H 1.5092 -4.9822 3.6644 0.000
H 3.8324 -5.6977 3.9313 0.000
H 5.3834 -5.6684 2.0008 0.000
H 4.5848 -4.8251 -0.1894 0.000
H 2.2830 -4.0695 -0.4536 0.000
```

Quick rundown of ΔE to the lowest compared entry with this formula, charge and spin, same order as above: 9.6; 0.0 kcal/mol